[1]
Below is an isolated molecule of C3H8N2O at a distorted geometry, with properties calculated with ωB97M-V/def2-TZVPD.

Each line ends with the natural charge from an NBO analysis.
Atoms and positions in Å:
C  0.297  0.888  -0.693  -0.08
C  -0.883  0.011  -0.943  -0.45
C  -1.760  -0.135  0.308  -0.60
N  1.544  -0.724  0.262  -0.14
N  1.320  0.537  0.062  -0.24
O  2.499  -0.822  1.322  -0.62
H  2.681  -1.772  1.389  0.48
H  1.962  1.207  0.501  0.40
H  0.282  1.914  -1.032  0.19
H  -0.546  -0.988  -1.234  0.22
H  -1.470  0.410  -1.774  0.21
H  -1.161  -0.522  1.130  0.21
H  -2.190  0.826  0.590  0.20
H  -2.575  -0.830  0.111  0.21

Atoms 1-6, force components in eV/Å:
-0.155 1.410 0.182
0.403 -0.566 -0.105
0.077 0.077 -0.149
0.232 -0.730 0.615
-0.428 -0.962 -0.412
0.049 0.274 0.069

Calculated values
**Relative energy (zero: lowest compared OMol25 entry of this formula, charge and spin)**: 106.7 kcal/mol
**Orbital gap (spin up / spin down)**: 0.2965 / 0.2964 Ha
**E_tot**: -8264.6989 eV


[2]
Below is an isolated molecule of C3H8N2O, with properties calculated with ωB97M-V/def2-TZVPD.

Each line ends with the natural charge from an NBO analysis.
Atoms and positions in Å:
C  -2.334  0.836  0.556  -0.71
N  -1.469  -0.441  0.217  -0.60
C  -0.194  -0.276  -0.508  0.78
O  -0.208  -0.140  -1.708  -0.59
N  0.904  -0.304  0.283  -0.62
C  2.221  -0.090  -0.292  -0.42
H  -1.680  1.391  1.254  0.13
H  -2.061  -0.996  -0.400  0.43
H  -2.290  1.375  -0.407  0.15
H  -1.355  -0.970  1.082  0.41
H  0.804  -0.248  1.284  0.40
H  2.562  0.943  -0.163  0.20
H  2.942  -0.776  0.162  0.20
H  2.156  -0.304  -1.360  0.24

Atoms 1-6, force components in eV/Å:
0.418 0.114 -0.094
-0.062 -0.261 -0.022
0.093 0.222 -0.180
-0.036 -0.186 0.458
-0.170 0.016 -0.039
0.182 0.009 -0.116

Calculated values
**Relative energy (zero: lowest compared OMol25 entry of this formula, charge and spin)**: 82.1 kcal/mol
**Orbital gap**: 0.2704 Ha
**E_tot**: -8265.7679 eV


[3]
Below is an isolated molecule of C3H8N2O, with properties calculated with ωB97M-V/def2-TZVPD.

Each line ends with the natural charge from an NBO analysis.
Atoms and positions in Å:
C  -2.367  0.144  0.091  -0.41
N  -1.064  -0.072  0.674  -0.68
C  0.022  0.401  -0.088  0.78
O  -0.050  1.201  -1.009  -0.63
N  1.151  -0.252  0.339  -0.63
C  2.372  -0.277  -0.437  -0.42
H  -2.629  1.205  0.042  0.19
H  -3.102  -0.416  0.677  0.20
H  -2.340  -0.271  -0.923  0.21
H  -0.989  0.145  1.662  0.39
H  0.911  -1.042  0.913  0.39
H  3.247  -0.306  0.219  0.20
H  2.425  -1.122  -1.140  0.19
H  2.403  0.639  -1.028  0.23

Atoms 1-6, force components in eV/Å:
-0.240 0.085 -0.058
-0.088 0.285 0.011
0.242 -0.160 -0.100
0.047 -0.745 0.590
0.093 0.250 -0.225
0.148 0.203 -0.128

Calculated values
**SMILES**: CNC(=O)NC
**Relative energy (zero: lowest compared OMol25 entry of this formula, charge and spin)**: 12.1 kcal/mol
**Orbital gap**: 0.3782 Ha
**E_tot**: -8268.8006 eV


[4]
Below is a cluster of 2 separate species, C3H8N2O in total, with properties calculated with ωB97M-V/def2-TZVPD.

Each line ends with the natural charge from an NBO analysis.
Atoms and positions in Å:
C  1.374  1.215  -0.199  -0.29
C  1.677  -1.096  0.204  0.41
O  2.090  0.160  0.427  -0.50
N  0.734  -1.548  -0.481  -0.72
H  0.164  -0.852  -0.956  0.34
H  2.315  -1.794  0.738  0.16
H  1.828  2.135  0.161  0.20
H  1.477  1.157  -1.287  0.17
H  0.314  1.187  0.074  0.22
C  -2.650  -0.100  -0.037  -0.02
N  -1.666  0.290  0.628  -0.62
H  -1.462  -0.253  1.467  0.35
H  -2.897  0.446  -0.940  0.16
H  -3.298  -0.948  0.201  0.15

Atoms 1-6, force components in eV/Å:
-0.262 0.159 -0.133
0.432 -0.145 0.309
0.223 0.051 0.171
-0.646 -0.245 -0.505
0.122 0.144 0.110
0.112 0.078 0.089

Calculated values
**SMILES**: [H]/N=C\OC.C=N
**Relative energy (zero: lowest compared OMol25 entry of this formula, charge and spin)**: 57.6 kcal/mol
**Orbital gap**: 0.4031 Ha
**E_tot**: -8266.8288 eV


[5]
Below is a cluster of 2 separate species, C3H8N2O in total at a distorted geometry, with properties calculated with ωB97M-V/def2-TZVPD.

Each line ends with the Mulliken spin population.
Atoms and positions in Å:
O  -1.569  -1.507  0.400  0.01
C  -1.961  -0.368  0.514  0.00
C  -1.743  0.658  -0.577  0.00
H  -2.482  -0.031  1.423  0.00
H  -1.341  0.078  -1.415  0.00
H  -1.009  1.434  -0.354  0.00
H  -2.660  1.121  -0.937  0.00
N  0.990  -0.775  0.145  0.58
C  2.177  -0.131  0.183  -0.10
N  2.535  0.737  -0.710  0.58
H  0.664  -1.039  1.075  -0.02
H  0.432  -1.286  -0.549  -0.02
H  2.623  -0.158  1.179  0.00
H  3.345  1.268  -0.377  -0.02

Atoms 1-6, force components in eV/Å:
0.242 0.015 0.197
-0.239 0.873 -0.265
0.313 -0.920 -0.686
-0.096 -0.170 0.057
-0.066 0.219 -0.114
-0.201 0.089 0.417

Calculated values
**Charge**: +1
**Multiplicity**: 2
**Relative energy (zero: lowest compared OMol25 entry of this formula, charge and spin)**: 38.2 kcal/mol
**Orbital gap (spin up / spin down)**: 0.3557 / 0.1947 Ha
**E_tot**: -8258.2647 eV


[6]
Below is the ion C3H8N2O with charge +1 at a distorted geometry, with properties calculated with ωB97M-V/def2-TZVPD.

Each line ends with the Mulliken spin population.
Atoms and positions in Å:
C  0.730  -0.328  0.625  0.00
N  0.346  0.377  -0.639  0.73
C  -0.616  0.267  -1.636  -0.08
N  -1.361  -0.862  -1.470  0.02
O  -0.575  0.861  -2.703  0.25
C  0.318  0.535  1.841  0.08
H  1.820  -0.478  0.710  0.02
H  0.169  -1.285  0.707  0.00
H  0.894  1.154  -0.876  -0.03
H  -1.560  -1.177  -2.300  0.00
H  -1.083  -1.539  -0.823  0.00
H  0.997  1.368  1.872  0.00
H  0.591  0.147  2.901  0.01
H  -0.670  0.960  1.792  0.00

Atoms 1-6, force components in eV/Å:
-1.411 -0.994 0.275
0.809 0.483 1.834
-0.958 -3.409 -1.488
1.012 3.456 4.002
0.619 0.822 1.815
1.318 0.741 1.611

Calculated values
**Charge**: +1
**Multiplicity**: 2
**Relative energy (zero: lowest compared OMol25 entry of this formula, charge and spin)**: 28.2 kcal/mol
**Orbital gap (spin up / spin down)**: 0.4685 / 0.2392 Ha
**E_tot**: -8258.7001 eV


[7]
Below is an isolated molecule of C3H8N2O2 at a distorted geometry, with properties calculated with ωB97M-V/def2-TZVPD.

Each line ends with the natural charge from an NBO analysis.
Atoms and positions in Å:
C  0.090  -1.824  -0.926  0.79
C  -0.612  1.329  1.280  -0.42
C  0.089  -0.095  -0.517  0.00
N  1.076  0.784  -1.049  -0.87
N  -0.116  -0.006  0.969  -0.67
O  -0.706  -2.410  -0.045  -0.71
O  0.610  -2.237  -1.899  -0.58
H  0.227  2.036  1.130  0.20
H  -1.336  1.379  0.477  0.19
H  -1.129  1.252  2.216  0.21
H  -0.909  0.242  -0.918  0.18
H  0.817  0.752  -2.093  0.39
H  2.090  0.621  -0.844  0.38
H  -0.968  -1.658  0.713  0.53
H  0.775  -0.167  1.508  0.37

Atoms 1-6, force components in eV/Å:
-0.758 4.535 2.010
0.432 -0.894 -1.091
-0.580 -2.476 1.213
-0.230 -0.148 -2.298
1.617 -1.155 -0.412
-0.704 1.082 1.713

Calculated values
**SMILES**: CN[C@@H](N)C(=O)O
**Relative energy (zero: lowest compared OMol25 entry of this formula, charge and spin)**: 51.3 kcal/mol
**Orbital gap**: 0.3561 Ha
**E_tot**: -10314.7273 eV


[8]
Below is a cluster of 3 separate species, C3H8N2O2 in total at a distorted geometry, with properties calculated with ωB97M-V/def2-TZVPD.

Each line ends with the natural charge from an NBO analysis.
Atoms and positions in Å:
C  1.126  -2.133  1.858  -0.09
C  0.787  -0.892  1.228  -0.09
N  0.883  -1.122  -0.206  -0.57
C  1.278  -2.484  -0.254  0.19
N  1.236  -3.091  0.878  -0.44
H  0.839  -2.344  2.936  0.22
H  0.456  0.002  1.471  0.19
H  1.359  -0.422  -0.804  0.41
H  1.298  -2.959  -1.164  0.19
H  -2.980  5.095  1.017  0.47
H  -1.592  4.839  1.741  0.48
O  -2.324  5.507  1.483  -0.94
H  -0.204  0.255  -2.873  0.47
H  -1.562  0.015  -3.748  0.48
O  -0.601  -0.267  -3.565  -0.95

Atoms 1-6, force components in eV/Å:
-3.305 3.014 -0.159
2.541 -5.979 -2.389
1.572 -1.071 2.502
-1.506 2.088 0.719
1.297 -0.292 0.603
0.944 0.042 -1.599

Calculated values
**SMILES**: c1c[nH]cn1.O.O
**Relative energy (zero: lowest compared OMol25 entry of this formula, charge and spin)**: 63.6 kcal/mol
**Orbital gap**: 0.3381 Ha
**E_tot**: -10314.1924 eV


[9]
Below is an isolated molecule of C3H8N2O2, with properties calculated with ωB97M-V/def2-TZVPD.

Each line ends with the natural charge from an NBO analysis.
Atoms and positions in Å:
C  0.807  -0.346  -0.166  -0.22
N  -0.049  -1.445  0.212  -0.63
C  -1.012  -1.415  1.153  0.88
O  -0.971  -0.280  1.900  -0.71
O  -1.864  -2.263  1.316  -0.66
C  0.080  0.828  -0.791  -0.23
N  1.028  1.880  -1.150  -0.85
H  1.384  0.032  0.675  0.20
H  1.563  -0.732  -0.861  0.20
H  -0.063  -2.285  -0.341  0.41
H  -1.693  -0.400  2.539  0.50
H  -0.651  1.169  -0.057  0.20
H  -0.465  0.476  -1.678  0.18
H  1.014  2.063  -2.140  0.37
H  0.893  2.718  -0.611  0.37

Atoms 1-6, force components in eV/Å:
0.876 -0.065 -0.196
-0.021 -0.315 -0.017
-0.482 0.180 -0.080
-0.118 -0.207 0.222
0.258 -0.053 0.128
-0.215 -0.013 -0.243

Calculated values
**SMILES**: NCCNC(=O)O
**Relative energy (zero: lowest compared OMol25 entry of this formula, charge and spin)**: 6.6 kcal/mol
**Orbital gap**: 0.3734 Ha
**E_tot**: -10316.6675 eV


[10]
Below is a cluster of 3 separate species, C3H8N2O2 in total at a distorted geometry, with properties calculated with ωB97M-V/def2-TZVPD.

Each line ends with the natural charge from an NBO analysis.
Atoms and positions in Å:
C  0.162  1.524  -1.698  -0.11
C  0.431  0.238  -1.347  -0.12
N  -0.760  -0.242  -0.842  -0.52
C  -1.647  0.763  -0.884  0.15
N  -1.128  1.850  -1.401  -0.46
H  0.890  2.222  -2.065  0.20
H  1.307  -0.373  -1.377  0.23
H  -0.780  -1.113  -0.336  0.44
H  -2.705  0.723  -0.714  0.20
H  -0.898  -0.830  2.426  0.47
H  0.111  -1.923  1.983  0.48
O  -0.826  -1.719  2.069  -0.95
H  2.283  -0.886  1.888  0.47
H  1.699  0.358  1.228  0.48
O  1.861  -0.591  1.070  -0.95

Atoms 1-6, force components in eV/Å:
0.772 0.041 0.219
-0.691 0.040 0.066
1.036 -0.752 0.102
-0.557 0.857 -0.536
-0.030 0.170 -0.175
-0.128 0.260 -0.256

Calculated values
**SMILES**: c1c[nH]cn1.O.O
**Relative energy (zero: lowest compared OMol25 entry of this formula, charge and spin)**: 26.9 kcal/mol
**Orbital gap**: 0.3289 Ha
**E_tot**: -10315.7856 eV


[11]
Below is an isolated molecule of C3H8N2O2 at a distorted geometry, with properties calculated with ωB97M-V/def2-TZVPD.

Each line ends with the natural charge from an NBO analysis.
Atoms and positions in Å:
C  -0.079  0.571  -0.653  -0.02
C  1.249  -1.247  0.654  -0.72
N  -1.426  0.831  0.149  -0.34
C  -0.021  -0.850  -0.072  0.58
N  0.802  1.530  -0.111  -0.85
O  -2.579  0.258  -0.509  -0.58
O  -0.798  -1.762  -0.428  -0.58
H  -2.593  -0.678  -0.200  0.49
H  -1.582  1.824  -0.045  0.36
H  -0.143  0.586  -1.742  0.21
H  0.725  1.577  0.902  0.38
H  1.761  1.460  -0.432  0.38
H  1.212  -2.314  0.885  0.24
H  2.113  -1.081  0.007  0.23
H  1.357  -0.704  1.596  0.23

Atoms 1-6, force components in eV/Å:
-2.859 -1.400 2.182
-0.519 -0.268 0.796
0.249 0.972 -1.879
1.004 -3.133 -2.633
0.369 0.616 0.030
0.626 -0.351 0.504

Calculated values
**SMILES**: CC(=O)[C@H](N)NO
**Relative energy (zero: lowest compared OMol25 entry of this formula, charge and spin)**: 82.5 kcal/mol
**Orbital gap**: 0.3607 Ha
**E_tot**: -10313.3745 eV


[12]
Below is a cluster of 2 separate species, C3H8N2O2 in total, with properties calculated with ωB97M-V/def2-TZVPD.

Each line ends with the natural charge from an NBO analysis.
Atoms and positions in Å:
N  2.319  1.003  -0.384  -0.83
C  0.930  0.736  -0.632  0.37
O  0.208  1.632  0.147  -0.73
N  0.571  -0.688  -0.398  -0.42
C  -0.553  -1.049  -0.863  -0.09
C  -1.688  -0.687  1.385  0.28
O  -2.007  0.467  1.178  -0.55
H  2.450  1.176  0.608  0.37
H  2.878  0.201  -0.655  0.36
H  0.744  0.881  -1.708  0.12
H  -0.867  -2.095  -0.797  0.18
H  -1.264  -0.359  -1.338  0.16
H  -0.718  -0.970  1.821  0.15
H  -2.376  -1.512  1.138  0.13
H  -0.627  1.263  0.497  0.50

Atoms 1-6, force components in eV/Å:
0.036 -0.124 0.056
0.085 -0.024 -0.436
-0.085 -0.037 0.169
-0.551 -0.255 -0.069
0.583 0.097 -0.215
-0.466 0.657 0.272

Calculated values
**SMILES**: C=N[C@H](N)O.C=O
**Relative energy (zero: lowest compared OMol25 entry of this formula, charge and spin)**: 70.7 kcal/mol
**Orbital gap**: 0.3497 Ha
**E_tot**: -10313.8871 eV


E_tot of number 11 (C3H8N2O2)?
-10313.3745 eV


Among the records above, which one has the highest E_tot?
number 5


Which value of E_tot does entry 1 give?
-8264.6989 eV


Copy entry 5 word for word.
Below is a cluster of 2 separate species, C3H8N2O in total at a distorted geometry, with properties calculated with ωB97M-V/def2-TZVPD.

Each line ends with the Mulliken spin population.
Atoms and positions in Å:
O  -1.569  -1.507  0.400  0.01
C  -1.961  -0.368  0.514  0.00
C  -1.743  0.658  -0.577  0.00
H  -2.482  -0.031  1.423  0.00
H  -1.341  0.078  -1.415  0.00
H  -1.009  1.434  -0.354  0.00
H  -2.660  1.121  -0.937  0.00
N  0.990  -0.775  0.145  0.58
C  2.177  -0.131  0.183  -0.10
N  2.535  0.737  -0.710  0.58
H  0.664  -1.039  1.075  -0.02
H  0.432  -1.286  -0.549  -0.02
H  2.623  -0.158  1.179  0.00
H  3.345  1.268  -0.377  -0.02

Atoms 1-6, force components in eV/Å:
0.242 0.015 0.197
-0.239 0.873 -0.265
0.313 -0.920 -0.686
-0.096 -0.170 0.057
-0.066 0.219 -0.114
-0.201 0.089 0.417

Calculated values
**Charge**: +1
**Multiplicity**: 2
**Relative energy (zero: lowest compared OMol25 entry of this formula, charge and spin)**: 38.2 kcal/mol
**Orbital gap (spin up / spin down)**: 0.3557 / 0.1947 Ha
**E_tot**: -8258.2647 eV